A structure of composition C29H31CdN11O5S, computed with ωB97M-V with the def2-TZVPD basis set.

Element x y z (Å)
Cd -0.1450 0.2193 -0.2286
C 4.1652 -0.8145 3.7414
C 4.3730 -1.0711 2.2821
C 3.4332 -1.3277 1.3634
C 1.9706 -1.3251 1.5415
C 1.4788 -1.6942 3.9439
C 2.3481 -0.9429 4.9877
N 1.1494 -1.6120 0.6072
C 1.4557 -2.5301 -0.4104
C 2.2309 -3.6729 -0.1594
C 2.3401 -4.6804 -1.0951
C 1.6749 -4.5632 -2.3187
C 0.9234 -3.4398 -2.5981
C 0.8218 -2.3864 -1.6664
N 0.1899 -1.1787 -1.9551
N -0.5294 -1.1857 -3.0643
C -0.9025 0.0566 -3.5433
C -1.9698 0.0912 -4.4647
C -2.3563 1.2959 -5.0061
C -1.6720 2.4552 -4.6427
C -0.6397 2.3285 -3.7334
N -0.2549 1.1741 -3.1771
H 5.0910 -0.5169 4.2248
H 5.3983 -1.0283 1.9236
H 3.7593 -1.5327 0.3495
H 0.4867 -2.0531 4.2073
H 2.0008 -0.7707 5.9999
H 2.6860 -3.7773 0.8224
H 2.9199 -5.5691 -0.8718
H 1.7540 -5.3585 -3.0505
H 0.4142 -3.3208 -3.5430
H -2.4566 -0.8416 -4.7321
H -3.1776 1.3407 -5.7122
H -1.9283 3.4220 -5.0581
H -0.0741 3.2106 -3.4384
O 3.8599 2.4687 4.4389
C 3.5490 1.3463 5.0446
O 3.7744 1.1409 6.2180
C 2.9753 0.2244 4.1946
C 3.4504 -1.9418 4.5818
N 2.5067 -2.7453 3.7667
N 1.4217 -0.7831 2.7635
C 2.0422 0.4359 3.0665
C 1.8594 1.5421 2.1170
O 2.6428 2.5196 2.1575
O 0.8713 1.4443 1.3216
H 3.4708 2.4948 3.5062
H 4.0747 -2.5019 5.2713
H 2.2569 -3.6216 4.2013
C -4.5147 -2.8848 -1.8927
C -4.1320 -2.4307 -0.5339
N -4.5744 -2.9020 0.5803
N -3.8797 -2.1808 1.5342
C -3.0158 -1.2924 1.0426
S -1.9680 -0.2404 1.7982
N -3.1848 -1.4498 -0.2935
N -2.4694 -0.6717 -1.1833
H -5.3790 -3.5385 -1.8145
H -3.6964 -3.4395 -2.3556
H -4.7569 -2.0377 -2.5346
H -4.0328 -2.3541 2.5092
H -2.0812 -1.2002 -1.9525
H -3.0128 0.1168 -1.5006
C -2.4024 4.2823 0.6838
N -1.0426 4.3961 0.1541
C -0.2452 5.5731 0.5125
C -0.4759 3.3153 -0.4080
C 0.9483 3.4486 -0.8678
O -1.1450 2.2672 -0.5451
H -2.8569 5.2717 0.7063
H -2.4048 3.8592 1.6934
H -2.9887 3.6310 0.0451
H -0.8934 6.2874 1.0087
H 0.1765 6.0562 -0.3669
H 0.5698 5.3169 1.1912
H 1.1035 4.3778 -1.4155
H 1.1940 2.6056 -1.5048
H 1.6119 3.4369 -0.0019

Summary:
HOMO energy (alpha / beta) = -6.482 / -7.334 eV
gap between HOMO and LUMO (alpha / beta) = 5.753 / 6.660 eV
E_LUMO (alpha / beta) = -0.73 / -0.67 eV
total charge = 0



A cluster of 2 separate species, C9H18N2 in total in a non-equilibrium geometry, computed with ωB97M-V with the def2-TZVPD basis set.

Element x y z (Å)
C 1.6967 0.8094 -2.2174
C -0.4292 0.9809 -0.4529
C -0.3116 1.0028 2.0772
C -0.4297 -1.5002 2.2312
C -0.3106 0.4033 0.7360
C -0.5589 -1.1089 0.7773
C -2.0644 -1.4557 0.4410
C 0.2751 -2.0304 -0.2367
C 2.2156 2.6729 -3.8478
N 1.8667 1.6352 -3.0030
N -0.6614 -0.1918 2.9841
H 1.4449 -0.1313 -1.7136
H -0.6583 0.3546 -1.4321
H -0.3926 2.0489 -0.4469
H 0.7087 1.4624 2.3016
H -1.0302 1.8548 2.1102
H -1.0708 -2.2032 2.7272
H 0.5795 -1.7034 2.4524
H -2.7215 -1.5029 1.3487
H -2.0185 -2.4146 -0.2362
H -2.4314 -0.6249 -0.2244
H 1.2570 -1.7276 -0.0679
H 0.0034 -1.8374 -1.2463
H 0.1707 -2.9988 0.2045
H 2.7350 2.0784 -4.7943
H 2.9095 3.5144 -3.4882
H 1.1733 3.0655 -4.0934
H -0.3264 -0.0698 3.9333
H -1.6205 -0.3826 3.1765

Summary:
HOMO energy = -16.834 eV
gap between HOMO and LUMO = 9.553 eV
E_LUMO = -7.28 eV
total charge = +2



A cluster of 2 separate species, C5H6IN in total in a non-equilibrium geometry, computed with ωB97M-V with the def2-TZVPD basis set.

Element x y z (Å)
C -0.5931 1.2273 0.2732
C 0.4258 0.6219 0.6411
C 0.6353 -2.4945 -0.3735
C -1.4487 2.2410 -0.3941
C 1.5500 -0.0658 1.0021
N -0.2690 -2.9762 0.2258
I 3.2672 0.1100 -0.2139
H 1.2203 -1.9601 -1.0727
H -2.2595 1.6653 -0.6959
H -0.8881 2.7160 -1.2385
H -1.7625 3.0865 0.3155
H 1.3461 -0.9668 1.5844
H -1.2238 -3.2047 -0.0536

Summary:
HOMO energy (alpha / beta) = -7.780 / -6.508 eV
gap between HOMO and LUMO (alpha / beta) = 8.054 / 5.747 eV
E_LUMO (alpha / beta) = 0.27 / -0.76 eV
total charge = 0



A structure of composition C32H57N4OP2SSn in a non-equilibrium geometry, computed with ωB97M-V with the def2-TZVPD basis set.

Element x y z (Å)
C 2.4513 -1.2809 -1.3274
C 1.3477 0.5550 -2.3017
C 3.2983 -1.3943 -2.4233
C 2.1162 0.4449 -3.4540
C 3.1247 -0.5251 -3.5094
H 4.0462 -2.1825 -2.4275
H 1.9441 1.1425 -4.2853
H 3.7517 -0.6120 -4.3861
N 1.5967 -0.2568 -1.2517
P 0.7503 -2.5065 0.5812
P 0.0424 2.3473 -0.4582
C 2.4351 -2.2969 -0.1909
H 2.7658 -3.2770 -0.5789
H 3.1565 -1.9886 0.5895
C 0.1554 1.4740 -2.1562
H 0.1688 2.2541 -2.9280
C -1.5968 3.3370 -0.4111
C 1.5646 3.4576 -0.2562
C -0.2725 -3.5891 -0.6123
C 0.9899 -3.3093 2.2824
C -2.7100 2.5082 0.2610
H -2.5777 2.4142 1.3486
H -3.6740 3.0111 0.0762
H -2.7956 1.4930 -0.1483
C -1.4190 4.6277 0.4048
H -1.1232 4.4230 1.4429
H -0.6948 5.3124 -0.0551
H -2.3920 5.1441 0.4354
C -2.0492 3.6707 -1.8365
H -2.8145 4.4624 -1.7674
H -1.2398 4.0560 -2.4719
H -2.5140 2.8016 -2.3265
C 1.5451 4.0105 1.1934
H 0.9937 3.3636 1.8912
H 2.5723 4.0971 1.5760
H 1.0988 5.0124 1.2335
C 2.8345 2.6017 -0.4612
H 2.7862 1.6564 0.0986
H 3.0052 2.3621 -1.5209
H 3.7085 3.1582 -0.0819
C 1.5074 4.5564 -1.3376
H 0.7512 4.3661 -2.1149
H 1.3232 5.5427 -0.8929
H 2.4775 4.6063 -1.8577
C -0.4076 -3.5131 2.8901
H -0.2995 -3.9952 3.8740
H -0.9299 -2.5553 3.0367
H -1.0491 -4.1520 2.2664
C 1.7907 -2.3579 3.1902
H 2.7657 -2.0850 2.7649
H 1.2391 -1.4421 3.4468
H 1.9874 -2.8851 4.1394
C 1.7454 -4.6455 2.1718
H 2.5295 -4.6268 1.4027
H 2.2398 -4.8468 3.1351
H 1.0732 -5.4908 1.9787
C 0.0999 -3.2196 -2.0612
H 1.1368 -3.4963 -2.3044
H -0.5610 -3.7710 -2.7521
H -0.0390 -2.1455 -2.2571
C -1.7809 -3.3097 -0.3633
H -2.2029 -2.6502 -1.1371
H -2.3335 -4.2628 -0.3847
H -1.9911 -2.8219 0.6007
C 0.0213 -5.0832 -0.4171
H 1.0959 -5.3043 -0.4772
H -0.3893 -5.4663 0.5248
H -0.4782 -5.6323 -1.2315
Sn -0.1101 -0.0620 0.5767
C 1.8761 0.6993 1.8088
O 2.6426 1.0076 2.6208
N -1.4380 -0.1388 -1.1568
C -1.1651 0.5085 -2.1915
C -1.9856 0.3779 -3.5618
C -1.5571 1.3894 -4.6232
C -1.6906 -1.0036 -4.1426
C -3.4933 0.5102 -3.2567
H -1.7051 2.4264 -4.3023
H -0.5078 1.2331 -4.9025
H -2.1648 1.2412 -5.5301
H -1.9854 -1.8017 -3.4486
H -2.2486 -1.1562 -5.0783
H -0.6210 -1.1030 -4.3758
H -3.9917 1.1982 -3.9543
H -3.9944 -0.4623 -3.3536
H -3.6803 0.8632 -2.2358
S -1.8114 -0.0643 2.6001
C -1.1766 0.1781 4.1771
N 0.0950 0.3348 4.6256
C 0.1616 0.3749 6.0789
C -1.2918 0.1995 6.5069
N -1.9942 0.1132 5.2437
H 0.8699 0.6838 4.0638
H 0.5789 1.3322 6.4227
H 0.7789 -0.4516 6.4528
H -1.6550 1.0523 7.0954
H -1.4369 -0.7280 7.0772
H -2.9970 -0.0449 5.1433

Summary:
HOMO energy = -16.215 eV
gap between HOMO and LUMO = 6.397 eV
E_LUMO = -9.82 eV
total charge = +3



A structure of composition C10H15BF3I2LuN9O4 in a non-equilibrium geometry, computed with ωB97M-V with the def2-TZVPD basis set.

Element x y z (Å)
Lu 0.3950 -0.2146 -0.9310
N -2.8246 -0.7823 1.3289
N -2.2446 -1.8298 2.0549
C -0.9635 -2.1386 2.0456
N -0.5492 -3.1367 2.8272
N -0.1637 -1.4178 1.1947
N 1.1383 -1.6197 1.1806
O 1.7665 -0.7769 0.4853
O 1.7275 -2.4987 1.7803
H -3.8269 -0.9122 1.3386
H -2.5019 -0.8212 0.3637
H -2.8230 -2.2378 2.7702
H -1.1815 -3.5977 3.4590
H 0.4336 -3.3408 2.8700
I 1.4343 1.5009 3.3826
C 0.4708 2.9746 2.1976
I -0.8368 2.1954 0.6425
H 1.2208 3.5824 1.7092
H -0.1409 3.5759 2.8573
B 1.6541 -0.8240 -3.2984
N 2.4921 0.3638 -2.7519
C 3.6155 0.8878 -3.2477
C 4.0076 1.9403 -2.4376
C 3.0377 1.9944 -1.4450
N 2.1185 1.0455 -1.6390
N 1.7499 -2.0158 -2.2846
C 2.7043 -2.9527 -2.2106
C 2.2611 -3.9667 -1.3832
C 0.9936 -3.5569 -0.9795
N 0.6828 -2.3770 -1.5229
H 2.0950 -1.1532 -4.3513
H 0.4728 -0.5207 -3.3369
H 4.0759 0.5033 -4.1426
H 4.8619 2.5809 -2.5636
H 2.9702 2.6687 -0.6064
H 3.6275 -2.8502 -2.7568
H 2.7753 -4.8737 -1.1194
H 0.2858 -4.0687 -0.3458
F -2.0884 1.5845 -4.0637
C -1.9095 1.4294 -2.7782
F -0.5353 1.5532 -2.5331
F -2.4768 2.4493 -2.1262
C -2.4181 0.0650 -2.1865
O -3.4232 -0.4194 -2.6141
O -1.6569 -0.3221 -1.2140

Summary:
HOMO energy = -12.328 eV
gap between HOMO and LUMO = 8.296 eV
E_LUMO = -4.03 eV
total charge = +1



A structure of composition C30H26FeNP2S3Sb, computed with ωB97M-V with the def2-TZVPD basis set.

Element x y z (Å)
Fe -0.5116 -0.1485 0.2405
C 1.5764 1.6894 -1.6690
P -0.2102 1.8524 -1.2356
C -0.5039 3.6395 -1.1303
C -0.1116 4.2764 0.0458
C -0.2621 5.6469 0.1897
C -0.8208 6.3928 -0.8387
C -1.2179 5.7645 -2.0099
C -1.0572 4.3955 -2.1585
C -1.1950 1.2923 -2.6592
C -0.6758 0.6050 -3.7524
C -1.5224 0.0825 -4.7198
C -2.8952 0.2268 -4.5992
C -3.4220 0.8892 -3.5000
C -2.5802 1.4174 -2.5393
C 2.2217 0.8144 -0.6374
C 3.5519 0.6497 -0.3180
C 3.5971 -0.2471 0.7813
C 2.2904 -0.5723 1.0668
C 1.6533 -1.4273 2.1153
P -0.0440 -0.7442 2.2546
C 0.1326 0.6558 3.4056
C -0.3365 1.9160 3.0620
C -0.1607 2.9871 3.9271
C 0.4772 2.8041 5.1435
C 0.9399 1.5438 5.5002
C 0.7684 0.4769 4.6338
C -1.0138 -1.9691 3.1760
C -0.8879 -3.3230 2.8749
C -1.6391 -4.2618 3.5628
C -2.5356 -3.8573 4.5402
C -2.6823 -2.5074 4.8286
C -1.9220 -1.5666 4.1523
N 1.4456 0.0725 0.2053
H 2.0445 2.6760 -1.6992
H 1.6614 1.2738 -2.6746
H 0.3210 3.6949 0.8517
H 0.0499 6.1270 1.1085
H -0.9518 7.4615 -0.7255
H -1.6573 6.3415 -2.8138
H -1.3775 3.9086 -3.0714
H 0.3864 0.4281 -3.8548
H -1.1009 -0.4644 -5.5533
H -3.5565 -0.2141 -5.3331
H -4.4923 0.9456 -3.3598
H -3.0087 1.8698 -1.6525
H 4.3840 1.1350 -0.8047
H 4.4703 -0.5903 1.3144
H 2.1817 -1.3942 3.0712
H 1.5619 -2.4725 1.8096
H -0.8646 2.0464 2.1254
H -0.5346 3.9649 3.6490
H 0.6084 3.6403 5.8190
H 1.4330 1.3919 6.4520
H 1.1244 -0.5065 4.9188
H -0.2382 -3.6394 2.0689
H -1.5436 -5.3106 3.3125
H -3.1355 -4.5903 5.0647
H -3.3977 -2.1813 5.5726
H -2.0572 -0.5150 4.3682
S -4.4204 -1.9145 -1.5823
Sb -3.0856 -2.0825 0.2443
S -2.5728 0.3042 0.8814
S -0.6677 -2.1743 -0.5389

Summary:
HOMO energy (alpha / beta) = -3.625 / -3.774 eV
gap between HOMO and LUMO (alpha / beta) = 5.812 / 6.269 eV
E_LUMO (alpha / beta) = 2.19 / 2.49 eV
total charge = -1
multiplicity = 2



A cluster of 2 separate species, C3H11OP3 in total in a non-equilibrium geometry, computed with ωB97M-V with the def2-TZVPD basis set.

Element x y z (Å)
C 1.9714 -0.8675 1.1809
C 1.6130 0.1531 0.0876
C 0.6761 -0.4448 -1.0323
O -0.0986 0.5046 -1.5647
P -2.9371 -0.1149 -1.5313
P -1.7149 0.3536 1.6744
P -2.1800 1.3808 -0.1151
H 1.1213 -1.2287 1.7968
H 2.1924 -1.6057 0.5462
H 2.8944 -0.7787 1.7739
H 2.6223 0.5077 -0.3171
H 1.2111 1.0083 0.5353
H 1.3526 -0.8931 -1.8572
H 0.1554 -1.3606 -0.8224
H -1.9416 -0.0366 -2.6008
H -3.7435 0.8903 -2.0541
H -2.4380 1.2055 2.3971
H -0.7564 1.3266 1.9026

Summary:
HOMO energy (alpha / beta) = -8.676 / -8.686 eV
gap between HOMO and LUMO (alpha / beta) = 6.463 / 6.469 eV
E_LUMO (alpha / beta) = -2.21 / -2.22 eV
total charge = 0



Short version: ΔE to the lowest compared entry with this formula, charge and spin = 422.6; 240.6; 562.9; 4.1; 111.1; 8.2; 458.5 kJ/mol, in the order given.
Short version: molar mass = 758.12; 154.26; 207.01; 726.56; 821.87; 736.30; 156.04 u, in the order given.